# 1
{
  "formula": "C3CuLi2O3",
  "method": "the ωB97M-V functional and the def2-TZVPD basis",
  "species": ["O", "C", "O", "Li", "Li", "C", "C", "O", "Cu"],
  "coordinates": [[-2.33257, 0.66305, 1.08764], [-1.51168, 1.47800, 0.94768], [-0.82213, 2.41087, 1.09588], [1.08030, 2.32960, 1.88018], [-1.37304, -1.39922, 1.25026], [-0.19763, -0.89614, -0.31813], [0.77400, -0.96334, -1.08330], [1.83994, -1.15094, -1.80371], [2.54281, -2.47189, -3.05650]],
  "forces_ev_per_angstrom": [[1.19, 0.48, -0.80], [-2.18, -0.11, 1.74], [1.04, -0.54, -0.70], [-0.08, 0.39, -0.10], [-0.34, -0.10, -0.26], [-1.60, 0.37, 1.67], [6.15, -1.43, -4.06], [-4.11, 0.76, 2.45], [-0.07, 0.19, 0.07]],
  "charge": 2,
  "molar_mass_da": 161.5,
  "spin_multiplicity": 2,
  "s_squared": 0.76,
  "total_energy_ha": -1994.9144,
  "homo_energy_ev": [-16.44, -16.08],
  "e_above_lowest_ev": 0.000,
  "lumo_energy_ev": [-7.71, -9.42]
}

---

# 2
{
  "formula": "C3H8N4",
  "method": "the ωB97M-V functional and the def2-TZVPD basis",
  "species": ["H", "N", "C", "N", "C", "N", "H", "N", "C", "H", "H", "H", "H", "H", "H"],
  "coordinates": [[-1.09970, 0.29842, -1.50057], [-1.07993, 1.33342, -1.43427], [-0.15275, 1.74531, -0.66912], [0.74931, 0.97868, 0.08766], [0.98924, -0.40632, 0.02111], [2.14171, -0.94664, 0.11397], [2.89140, -0.25425, 0.06801], [-0.13416, -1.19964, -0.13721], [-1.26717, -0.96769, 0.74584], [-0.03783, 2.80476, -0.51306], [1.52890, 1.53116, 0.43894], [0.18562, -2.16165, -0.11057], [-2.02621, -1.71643, 0.53694], [-1.72221, 0.01255, 0.54311], [-0.96624, -1.05169, 1.80922]],
  "forces_ev_per_angstrom": [[0.14, 0.76, 0.02], [0.32, -0.27, 0.14], [-0.65, -1.33, -0.30], [0.30, 0.75, 0.01], [0.28, 0.15, -0.03], [-0.05, 0.27, -0.09], [-0.20, -0.16, 0.05], [0.28, -0.12, 0.02], [-0.17, 0.22, 0.47], [0.19, 0.35, 0.09], [-0.27, -0.46, -0.08], [-0.09, 0.07, -0.14], [-0.02, -0.08, 0.00], [0.22, -0.33, 0.24], [-0.28, 0.17, -0.39]],
  "molar_mass_da": 100.1,
  "total_energy_ha": -338.1255,
  "homo_energy_ev": -9.23,
  "e_above_lowest_ev": 0.771,
  "lumo_energy_ev": 0.79,
  "smiles": "[H]/N=C\\N/C(=N\\[H])NC"
}

---

# 3
{
  "formula": "C20H31CuN4Se",
  "method": "the ωB97M-V functional and the def2-TZVPD basis",
  "species": ["Cu", "C", "C", "C", "C", "C", "C", "C", "C", "C", "C", "C", "C", "H", "H", "H", "H", "H", "H", "H", "H", "H", "H", "H", "H", "H", "H", "H", "H", "H", "H", "N", "C", "C", "N", "H", "H", "H", "H", "H", "H", "H", "H", "H", "Se", "N", "C", "C", "C", "C", "C", "C", "N", "H", "H", "H", "H"],
  "coordinates": [[-0.01629, 0.41591, -0.47268], [-1.12535, 2.00750, 3.35765], [-1.24967, 0.95010, 2.28418], [-1.97610, 1.22551, 1.11319], [-2.72399, 2.52486, 0.93999], [-2.12582, 0.22741, 0.12664], [-3.03891, 0.46733, -1.05228], [-1.49493, -1.03617, 0.29138], [-1.81987, -2.14616, -0.68522], [-0.69446, -1.26453, 1.43286], [0.02779, -2.58073, 1.60136], [-0.64445, -0.30187, 2.45732], [0.01812, -0.64533, 3.77202], [-2.03229, 2.07308, 3.96313], [-0.96014, 2.99619, 2.92878], [-0.30364, 1.80437, 4.04134], [-2.33378, 3.11501, 0.10768], [-2.69631, 3.14506, 1.82912], [-3.77373, 2.32944, 0.71866], [-2.79178, -0.17030, -1.89733], [-2.99862, 1.50153, -1.38998], [-4.07714, 0.26158, -0.77722], [-1.39953, -1.97275, -1.67800], [-2.90098, -2.22228, -0.80378], [-1.47002, -3.11311, -0.33985], [0.95093, -2.46117, 2.16598], [0.28777, -3.02516, 0.64376], [-0.58710, -3.30760, 2.13810], [1.05116, -0.28502, 3.83973], [0.04259, -1.71837, 3.93820], [-0.52711, -0.21211, 4.60771], [4.47989, 2.51020, 1.46405], [3.09652, 2.63028, 2.07224], [2.13404, 1.55370, 1.58794], [1.66263, 1.65808, 0.20612], [5.09743, 3.24800, 1.81441], [4.45963, 2.59355, 0.44522], [4.91259, 1.61307, 1.69845], [2.73954, 3.63094, 1.83190], [3.23258, 2.56095, 3.15003], [1.26359, 1.60412, 2.24191], [2.55852, 0.55764, 1.73782], [2.35312, 1.40408, -0.49239], [1.32202, 2.59151, -0.00539], [-0.06615, 1.14725, -3.83510], [0.48554, 0.16835, -2.43629], [1.04721, -0.93311, -2.91520], [1.59916, -1.99409, -2.13624], [2.12877, -3.05997, -2.78307], [2.15567, -3.15048, -4.21770], [1.64840, -2.17127, -4.99709], [1.06972, -1.02260, -4.36318], [0.53421, -0.01420, -5.01653], [1.57025, -1.93451, -1.05403], [2.54570, -3.88057, -2.21357], [2.59231, -4.03117, -4.66822], [1.65522, -2.22231, -6.07680]],
  "forces_ev_per_angstrom": [[0.06, 0.04, 0.03], [-0.01, 0.00, -0.01], [0.06, -0.04, 0.03], [0.00, -0.03, -0.03], [-0.02, 0.00, -0.01], [0.05, -0.04, -0.01], [0.01, 0.01, 0.03], [-0.05, 0.07, -0.02], [-0.01, 0.01, 0.02], [-0.03, -0.02, -0.06], [0.01, 0.00, 0.00], [0.00, 0.07, 0.04], [-0.02, -0.01, 0.01], [0.00, 0.01, 0.00], [-0.01, 0.00, 0.00], [-0.01, 0.00, 0.00], [0.00, 0.01, 0.00], [0.00, 0.00, 0.00], [0.00, 0.00, 0.00], [-0.01, -0.01, 0.00], [-0.01, 0.00, 0.00], [0.00, -0.01, -0.01], [0.00, 0.00, 0.00], [0.00, 0.00, 0.00], [0.00, 0.00, 0.00], [-0.01, 0.01, -0.01], [0.00, 0.00, 0.00], [0.00, 0.00, 0.00], [0.00, -0.01, -0.01], [0.01, 0.01, 0.00], [0.00, 0.00, -0.01], [-0.01, 0.01, 0.01], [-0.05, 0.00, -0.01], [0.01, -0.07, 0.00], [-0.04, 0.02, -0.02], [0.01, -0.01, 0.00], [0.00, 0.00, 0.00], [0.01, 0.00, -0.01], [0.01, 0.01, 0.00], [0.01, 0.00, 0.00], [0.00, 0.02, 0.02], [0.00, 0.00, -0.01], [0.02, 0.02, 0.02], [0.01, 0.00, -0.01], [0.02, -0.05, -0.13], [0.00, -0.10, 0.05], [0.01, 0.03, -0.18], [-0.01, 0.03, 0.04], [0.01, -0.01, 0.00], [0.02, -0.03, 0.00], [-0.02, 0.03, -0.01], [0.05, -0.08, 0.10], [-0.09, 0.15, 0.11], [0.01, -0.02, 0.00], [-0.01, 0.01, 0.01], [0.00, 0.01, -0.01], [0.00, 0.00, 0.00]],
  "charge": 2,
  "molar_mass_da": 470.0,
  "total_energy_ha": -5041.1125,
  "homo_energy_ev": -13.75,
  "e_above_lowest_ev": 0.000,
  "lumo_energy_ev": -6.25
}

---

# 4
{
  "formula": "CH8N5O",
  "method": "the ωB97M-V functional and the def2-TZVPD basis",
  "species": ["C", "N", "N", "N", "N", "N", "O", "H", "H", "H", "H", "H", "H", "H", "H"],
  "coordinates": [[0.59246, -0.89228, 1.20950], [1.23106, -0.62280, 2.32070], [-0.99007, 2.02758, -1.54484], [0.89643, -0.21982, 0.05141], [-1.21268, 0.15458, -1.22323], [0.00759, -0.38735, -1.07703], [-0.38834, -1.76838, 1.04679], [1.96980, 0.08104, 2.40287], [1.04971, -1.34153, 2.97875], [-2.04798, 2.16944, -1.66571], [-0.52427, 2.13986, -2.38328], [1.42646, 0.67443, 0.23450], [-1.82780, 0.31747, -0.49539], [-0.63429, -1.86626, 0.11963], [0.45194, -0.46598, -1.97469]],
  "forces_ev_per_angstrom": [[-1.06, 0.72, -4.36], [-0.81, -0.60, -0.63], [-2.85, 2.76, 1.37], [-0.05, 1.15, 0.76], [1.08, -3.07, -1.58], [-0.16, -0.70, 1.58], [1.53, 0.19, 2.93], [-0.48, -0.64, 0.00], [0.35, -0.20, 1.49], [2.16, 0.31, -0.18], [0.99, 0.95, -2.45], [-0.91, -0.98, -1.00], [-0.64, -0.30, 2.66], [0.12, 0.24, -0.75], [0.75, 0.16, 0.16]],
  "charge": 1,
  "molar_mass_da": 106.1,
  "spin_multiplicity": 3,
  "s_squared": 2.01,
  "total_energy_ha": -391.4348,
  "homo_energy_ev": [-10.51, -14.01],
  "e_above_lowest_ev": 1.876,
  "lumo_energy_ev": [-3.34, -5.18]
}